Computed, not measured: a molecular structure, C17H33N3O5Pt in a non-equilibrium geometry, with ωB97M-V with the def2-TZVPD basis set.

Output
net charge	+4
HOMO energy (spin up / spin down)	-0.8138 / -0.7925	Ha
multiplicity	5
frontier orbital gap (spin up / spin down)	10.437 / 4.444	eV
<S²>	6.038

Last column: Mulliken charge in e.
Positions of all 59 atoms, in Å:
H1 3.316 1.748 -1.467  0.2908
H2 -1.576 2.381 2.764  0.5050
H3 -0.828 -5.348 1.207  0.4990
H4 -3.852 1.320 -1.215  0.4709
C1 -1.288 2.250 1.720  -0.7171
C2 -0.947 -2.445 3.060  -0.5949
N1 0.457 -1.460 -0.235  -0.4190
N2 0.149 -3.596 0.702  0.2298
H5 1.267 -5.177 -0.019  0.4934
H6 2.670 -3.184 -0.430  0.3374
C3 -2.367 1.530 0.971  -0.6321
C4 1.123 -2.053 -1.416  -0.5564
H7 1.102 2.128 3.240  0.4956
H8 0.376 -4.814 2.350  0.3601
H9 -2.402 -3.573 1.934  0.3216
H10 0.556 4.008 -2.976  0.6183
H11 -2.594 2.311 -2.986  0.4274
N3 -0.398 -1.675 1.917  0.0795
O1 -1.926 1.463 -0.409  -0.5711
C5 2.319 1.395 1.656  -0.6668
H12 -2.884 0.648 -3.503  0.4220
H13 3.779 2.692 -0.052  0.4863
O2 0.669 2.803 -1.301  -0.7781
H14 -2.536 0.521 1.354  0.3326
C6 -1.511 -3.751 2.540  -0.7356
O3 -0.071 1.454 1.648  -0.7680
C7 -0.196 1.995 -3.453  -0.5621
H15 -1.804 -4.395 3.367  0.3889
H16 -3.299 2.093 1.037  0.5018
H17 -0.165 -2.617 3.799  0.3650
H18 0.371 -2.196 -2.200  0.3380
C8 -0.454 -4.455 1.717  -0.5751
C9 1.113 2.141 2.149  -0.5035
H19 1.850 -1.331 -1.792  0.4680
H20 1.809 4.082 -0.165  0.2741
H21 -1.103 3.233 1.282  0.3907
C10 1.975 3.375 -0.979  -0.5230
H22 -0.674 2.430 -4.342  0.4928
O4 -0.960 1.025 -2.854  -0.2427
H23 -1.720 -1.846 3.535  0.4079
H24 -2.925 -0.192 -1.210  0.3405
C11 0.811 -4.265 -0.413  -0.5177
H25 2.332 0.381 2.057  0.2782
C12 2.932 2.257 -0.584  -0.6091
O5 2.303 1.242 0.221  -0.4592
C13 -2.861 0.887 -1.359  -0.5818
H26 2.181 -3.827 -1.992  0.4070
Pt1 0.164 0.605 -0.443  2.7853
H27 0.026 -4.602 -1.108  0.3538
H28 2.369 3.931 -1.830  0.5779
H29 1.089 3.181 1.820  0.3289
C14 1.810 -3.357 -1.082  -0.9320
H30 -0.989 3.578 -2.153  0.3406
C15 -2.385 1.266 -2.748  -0.5660
C16 0.074 -2.210 0.798  0.6656
H31 0.773 1.559 -3.690  0.3369
H32 3.232 1.897 1.980  0.5302
H33 -0.297 -0.673 2.020  -0.1133
C17 0.009 3.231 -2.439  -0.3171


Computed, not measured: 2 unconnected molecules or ions with the total composition C9H14 in a non-equilibrium geometry, with ωB97M-V with the def2-TZVPD basis set.

Output
net charge	-1
HOMO energy (spin up / spin down)	0.0322 / -0.1186	Ha
multiplicity	2
frontier orbital gap (spin up / spin down)	3.194 / 7.233	eV
energy above the lowest of the compared OMol25 structures with the same formula, charge and spin	21.0	kcal per mole
<S²>	0.761

Last column: Mulliken charge in e.
Positions of all 23 atoms, in Å:
H1 3.231 -1.422 -1.307  0.3337
H2 -0.027 1.322 1.962  0.2109
H3 -0.256 -0.591 -2.694  0.2053
C1 -0.200 2.391 1.823  -0.8773
C2 1.066 -1.356 -0.985  0.6591
H4 -0.597 2.474 2.842  0.3097
H5 -2.217 3.073 0.929  0.3290
H6 -0.743 3.247 -0.027  0.2267
H7 2.236 -2.487 -2.321  0.2208
C3 -1.421 -1.145 0.360  -0.1514
C4 -0.307 -1.723 1.025  -0.8512
C5 -1.225 2.669 0.728  -0.5214
C6 -0.119 -0.822 -1.640  -0.4680
H8 1.825 -1.995 0.864  0.2114
H9 -1.526 1.695 0.316  -0.0271
H10 -0.239 -2.020 2.061  0.3113
H11 -2.217 -0.436 -1.543  0.3932
C7 -1.368 -0.742 -0.948  -0.7232
C8 0.920 -1.801 0.297  -0.2658
H12 0.744 2.895 1.663  0.2786
H13 -2.217 -0.958 1.085  0.2517
C9 2.279 -1.499 -1.842  -1.3584
H14 2.378 -0.770 -2.651  0.3022


Computed, not measured: a single C4H6N2O molecule in a non-equilibrium geometry, with ωB97M-V with the def2-TZVPD basis set.

Output
HOMO energy	-0.3695	Ha
frontier orbital gap	9.861	eV
SMILES	COC/C=N\C#N
energy above the lowest of the compared OMol25 structures with the same formula, charge and spin	86.7	kcal per mole

Last column: Mulliken charge in e.
Positions of all 13 atoms, in Å:
N1 -1.000 1.638 0.845  -0.4460
C1 0.738 0.284 -0.185  -0.4324
H1 1.035 -0.438 0.673  0.3750
H2 1.449 1.239 -0.129  0.3116
C2 0.136 -1.778 -1.035  -0.6536
C3 -0.576 0.950 -0.123  0.0632
O1 1.028 -0.677 -1.170  -0.3809
H3 -1.258 0.903 -0.985  0.4077
H4 -0.206 -2.087 0.031  0.3113
N2 -0.499 2.144 3.147  -0.4087
H5 -0.893 -1.440 -1.560  0.2238
H6 0.615 -2.574 -1.570  0.2601
C4 -0.568 1.837 2.061  0.3688


Computed, not measured: a molecular structure, C11H19O13P2, with ωB97M-V with the def2-TZVPD basis set.

Output
net charge	-1
HOMO energy	-0.1048	Ha
frontier orbital gap	4.704	eV

Last column: Mulliken charge in e.
Positions of all 45 atoms, in Å:
H1 -1.451 2.758 0.540  0.3394
C1 7.440 -0.024 1.587  -0.3411
H2 8.227 0.480 1.034  0.2980
H3 5.952 1.297 0.679  0.2730
H4 -0.321 1.655 -0.295  0.3026
O1 -2.022 -0.567 -0.722  -0.4498
H5 7.633 -1.098 1.612  0.2521
H6 -2.246 -3.906 -5.003  0.2621
H7 -0.975 1.220 1.307  0.1579
H8 -5.205 0.401 -1.731  0.3682
O2 5.789 0.734 4.472  -0.5403
H9 -4.654 2.724 -1.046  0.3795
C2 6.139 0.510 3.357  0.6042
H10 1.859 1.799 4.328  0.3318
H11 -3.941 -2.946 -6.453  0.2603
C3 2.657 1.292 3.783  -0.3086
H12 5.620 -0.432 0.417  0.3223
C4 -3.865 0.810 0.820  -0.4595
C5 2.263 1.505 1.559  0.7340
C6 6.035 0.297 1.107  -0.3626
H13 -3.413 -4.123 -3.672  0.2734
C7 -3.118 -3.486 -4.508  -0.2996
O3 -4.013 -0.335 -3.607  -0.5113
O4 -2.799 -2.189 -4.007  -0.3192
H14 -5.028 -3.974 -5.485  0.2854
P1 -2.673 0.975 -0.454  0.2902
P2 -5.450 1.229 0.286  0.7303
H15 -3.914 -0.189 1.264  0.1551
O5 7.422 0.465 2.935  -0.3614
H16 3.040 -0.723 3.066  0.1370
O6 -5.892 0.363 -1.053  -0.5012
O7 -6.590 1.159 1.223  -0.7488
H17 -2.246 -0.796 -1.627  0.2279
O8 -5.333 2.731 -0.357  -0.5653
C8 -4.278 -3.188 -5.443  -0.3255
O9 2.174 1.991 0.479  -0.5379
O10 2.947 2.044 2.597  -0.3548
O11 5.296 0.266 2.332  -0.2081
C9 2.202 -0.039 3.209  -0.1365
C10 -3.902 -1.401 -4.109  0.6256
O12 -4.849 -2.021 -4.856  -0.3250
C11 -1.196 1.712 0.355  -1.1797
O13 1.700 0.332 1.925  -0.3311
H18 3.564 1.212 4.375  0.2031
H19 1.416 -0.528 3.779  0.3535